No. 1
176
Properties=species:S:1:pos:R:3 method="wB97M-V/def2-TZVPD" homo_lumo_gap_ev=7.3635 total_energy_ha=-5890.9092 lumo_ha=-0.152 total_charge=+1
C 1.19 0.83 -4.09
C 0.58 0.52 -2.95
N 0.06 -0.11 -1.73
C -1.15 -1.02 -1.90
N -2.40 -0.38 -1.41
C -2.55 1.04 -1.89
C 0.59 0.06 -0.48
N 1.75 0.95 -0.29
B 3.07 0.25 -0.47
N 3.67 -0.49 0.69
O 3.86 0.27 -1.71
N -0.12 -0.64 0.61
C -0.74 0.29 1.61
C -1.91 -0.42 2.53
C -3.20 0.60 2.53
C -4.19 0.22 1.28
C -5.71 -0.05 1.78
C -6.84 0.12 0.63
C -6.26 0.05 -0.88
C -7.51 0.01 -1.94
C -7.01 -0.22 -3.48
C -7.71 -1.50 -4.19
C -7.58 -2.88 -3.35
C -6.29 -3.78 -3.80
C -4.89 -3.13 -3.30
C -4.14 -4.01 -2.14
C 0.65 -1.77 1.21
C 1.26 -1.54 2.69
C 2.49 -2.49 3.10
C 2.36 -4.05 2.67
C 3.89 -4.56 2.31
O 4.11 -5.97 2.59
C 5.56 -6.22 2.48
H 1.41 1.05 -5.21
H -0.97 -2.06 -1.39
H -1.26 -1.27 -3.04
H -3.24 -0.94 -1.63
H -3.60 1.43 -1.57
H -1.76 1.72 -1.41
H -2.48 1.02 -3.05
H 1.70 1.81 -0.86
H 3.62 -1.52 0.49
H 4.66 -0.26 0.85
H 3.29 0.05 -2.49
H -1.32 1.09 0.99
H 0.01 0.90 2.25
H -1.50 -0.39 3.61
H -2.18 -1.48 2.16
H -2.88 1.71 2.39
H -3.79 0.57 3.52
H -3.78 -0.78 0.85
H -4.13 1.09 0.53
H -5.93 0.70 2.63
H -5.78 -1.12 2.20
H -7.39 1.12 0.75
H -7.58 -0.77 0.75
H -5.59 -0.89 -1.05
H -5.70 1.03 -1.10
H -8.09 1.02 -1.92
H -8.28 -0.81 -1.65
H -7.38 0.71 -4.09
H -5.87 -0.23 -3.58
H -8.83 -1.33 -4.46
H -7.15 -1.67 -5.20
H -7.51 -2.74 -2.21
H -8.51 -3.56 -3.54
H -6.40 -4.79 -3.22
H -6.30 -4.06 -4.91
H -5.11 -2.10 -2.82
H -4.22 -2.97 -4.23
H -3.35 -4.72 -2.58
H -4.94 -4.56 -1.51
H -3.64 -3.24 -1.43
H -0.07 -2.68 1.28
H 1.51 -2.11 0.50
H 0.41 -1.72 3.46
H 1.61 -0.44 2.87
H 2.53 -2.48 4.27
H 3.54 -2.08 2.78
H 1.98 -4.76 3.50
H 1.74 -4.25 1.73
H 4.08 -4.26 1.20
H 4.58 -3.97 3.03
H 6.18 -5.26 2.38
H 5.81 -6.86 1.54
H 5.92 -6.73 3.47
O 2.88 4.96 -6.12
S 3.52 3.77 -6.61
O 3.16 2.46 -6.14
O 5.13 3.94 -6.48
C 5.68 4.24 -5.19
C 5.67 3.02 -4.28
C 3.44 3.76 -8.38
H 5.15 5.08 -4.74
H 6.71 4.55 -5.36
H 4.65 2.72 -4.04
H 6.19 3.24 -3.35
H 6.16 2.17 -4.77
H 3.75 4.74 -8.75
H 2.41 3.57 -8.66
H 4.09 2.97 -8.76
O -9.95 -0.60 -6.40
S -10.47 0.21 -7.48
O -11.76 0.85 -7.38
O -10.42 -0.65 -8.85
C -11.06 -1.92 -8.90
C -12.57 -1.77 -8.98
C -9.27 1.43 -7.91
H -10.77 -2.53 -8.04
H -10.70 -2.43 -9.79
H -12.98 -1.33 -8.07
H -13.05 -2.75 -9.12
H -12.86 -1.12 -9.81
H -8.30 0.95 -8.02
H -9.24 2.17 -7.11
H -9.58 1.91 -8.84
O -8.67 3.85 -2.65
S -9.00 4.36 -3.96
O -8.07 4.30 -5.06
O -9.54 5.88 -3.82
C -8.71 6.84 -3.18
C -7.56 7.27 -4.07
C -10.52 3.62 -4.49
H -8.35 6.45 -2.22
H -9.34 7.71 -2.96
H -6.87 6.45 -4.24
H -6.99 8.08 -3.60
H -7.93 7.61 -5.04
H -11.25 3.69 -3.68
H -10.32 2.58 -4.73
H -10.88 4.14 -5.38
O 5.80 -1.22 7.10
S 6.74 -0.40 6.36
O 6.31 0.74 5.60
O 7.63 -1.36 5.41
C 6.97 -2.21 4.48
C 6.42 -1.44 3.29
C 8.03 0.11 7.45
H 6.17 -2.78 4.98
H 7.70 -2.94 4.13
H 5.63 -0.75 3.60
H 6.01 -2.12 2.54
H 7.21 -0.84 2.83
H 8.39 -0.76 8.01
H 7.62 0.85 8.13
H 8.84 0.55 6.86
O 10.35 -4.75 5.12
S 11.09 -3.74 4.39
O 10.56 -3.12 3.20
O 12.57 -4.30 4.07
C 12.71 -5.53 3.37
C 12.39 -5.37 1.90
C 11.56 -2.45 5.51
H 12.08 -6.30 3.83
H 13.75 -5.85 3.48
H 11.34 -5.12 1.74
H 12.60 -6.30 1.35
H 12.98 -4.56 1.46
H 11.99 -2.90 6.41
H 10.66 -1.89 5.77
H 12.27 -1.80 5.02
O 7.00 2.80 12.18
S 6.66 3.30 10.88
O 7.58 3.23 9.77
O 6.13 4.82 11.01
C 6.97 5.79 11.65
C 8.11 6.21 10.75
C 5.13 2.57 10.36
H 7.33 5.40 12.61
H 6.34 6.66 11.86
H 8.80 5.38 10.57
H 8.68 7.02 11.21
H 7.74 6.54 9.78
H 4.41 2.65 11.18
H 5.32 1.52 10.13
H 4.77 3.08 9.47

***

No. 2
168
Properties=species:S:1:pos:R:3 method="wB97M-V/def2-TZVPD" homo_lumo_gap_ev=9.4108 relative_energy_ev=2.167 total_energy_ha=-3399.8935 lumo_ha=-0.369 total_charge=+6
C 4.84 -0.51 -6.84
C 5.98 -1.43 -6.76
O 5.86 -2.66 -6.57
N 7.38 -0.78 -6.94
H 7.19 0.04 -7.49
H 7.85 -0.61 -6.06
C 8.21 -1.67 -7.88
H 4.89 -0.01 -7.82
H 4.90 0.14 -5.97
H 3.98 -1.17 -6.84
H 7.66 -2.12 -8.71
H 8.43 -2.61 -7.36
H 9.08 -1.12 -8.22
C 6.32 0.92 0.73
C 7.41 0.91 1.77
O 7.84 1.90 2.24
N 8.16 -0.42 1.95
H 7.48 -1.08 2.29
H 8.30 -0.81 1.03
C 9.34 -0.27 2.92
H 5.84 1.89 0.59
H 5.52 0.18 0.86
H 6.75 0.69 -0.25
H 9.07 -0.17 3.97
H 10.02 0.52 2.62
H 9.88 -1.21 2.79
C -5.92 9.14 0.53
N -5.69 7.63 0.71
C -5.96 7.29 2.17
C -6.66 6.92 -0.20
C -4.16 7.38 0.41
C -3.76 5.86 0.29
O -3.95 5.05 1.41
H -5.45 9.63 1.38
H -6.98 9.39 0.64
H -5.53 9.43 -0.44
H -5.12 7.65 2.76
H -5.88 6.21 2.14
H -6.86 7.77 2.56
H -6.33 5.89 -0.29
H -6.65 7.37 -1.20
H -7.66 6.93 0.25
H -3.62 7.90 1.19
H -3.98 7.80 -0.58
H -2.71 5.83 -0.02
H -4.25 5.29 -0.50
H -4.21 4.18 1.09
C 2.04 6.05 3.40
N 1.94 5.52 4.86
C 3.24 6.05 5.56
C 0.77 6.20 5.70
C 1.72 4.00 4.72
C 1.98 3.30 6.09
O 3.35 3.19 6.50
H 2.24 7.12 3.41
H 1.19 5.85 2.75
H 2.90 5.47 3.05
H 3.17 7.14 5.56
H 4.17 5.84 5.02
H 3.24 5.63 6.57
H -0.14 5.91 5.17
H 0.83 7.28 5.58
H 0.62 5.79 6.70
H 2.43 3.56 4.02
H 0.68 3.93 4.40
H 1.73 2.27 5.87
H 1.33 3.60 6.91
H 3.57 2.26 6.40
C -0.57 7.19 -9.34
N -0.56 7.16 -7.75
C 0.84 6.89 -7.30
C -0.97 8.57 -7.24
C -1.54 6.02 -7.20
C -1.08 4.54 -7.55
O -1.35 4.39 -8.93
H 0.15 6.47 -9.73
H -0.14 8.11 -9.76
H -1.54 6.93 -9.76
H 1.54 7.71 -7.49
H 1.27 5.97 -7.70
H 0.93 6.66 -6.24
H -1.36 8.43 -6.23
H -1.72 9.03 -7.90
H -0.18 9.30 -7.07
H -2.47 6.35 -7.65
H -1.46 6.17 -6.13
H -1.65 3.80 -7.00
H -0.03 4.40 -7.27
H -1.00 3.57 -9.27
C -4.53 -5.39 -2.12
C -3.81 -6.49 -2.93
C -2.31 -6.03 -3.33
C -1.18 -7.01 -3.73
N 0.15 -6.40 -4.18
C 1.10 -7.62 -4.42
C 1.02 -7.95 -5.96
C 0.41 -6.70 -6.66
C 0.09 -5.72 -5.53
C 0.73 -5.48 -3.01
C 0.90 -6.21 -1.65
C 1.76 -5.48 -0.58
H -4.38 -4.46 -2.66
H -4.14 -5.30 -1.11
H -5.58 -5.66 -2.07
H -4.38 -6.60 -3.85
H -3.85 -7.46 -2.43
H -2.00 -5.54 -2.41
H -2.40 -5.25 -4.09
H -1.52 -7.59 -4.59
H -0.93 -7.70 -2.93
H 2.09 -7.28 -4.12
H 0.86 -8.43 -3.73
H 1.97 -8.22 -6.43
H 0.45 -8.87 -6.11
H 1.13 -6.21 -7.32
H -0.47 -6.93 -7.26
H 0.90 -5.00 -5.37
H -0.83 -5.15 -5.64
H 0.03 -4.65 -2.88
H 1.71 -5.09 -3.29
H 1.29 -7.22 -1.71
H -0.11 -6.25 -1.25
H 2.79 -5.34 -0.90
H 1.70 -5.94 0.41
H 1.57 -4.41 -0.52
C -0.72 -7.28 8.97
C 0.00 -5.95 8.74
C -0.94 -4.75 8.35
C -1.67 -5.05 7.07
N -2.67 -3.98 6.44
C -3.05 -4.21 4.98
C -1.94 -3.81 4.07
C -1.31 -2.71 4.91
C -1.97 -2.60 6.32
C -3.93 -3.70 7.36
C -4.93 -4.83 7.50
C -6.12 -4.56 8.25
H -0.16 -8.00 9.58
H -1.01 -7.85 8.09
H -1.66 -7.05 9.49
H 0.89 -6.08 8.12
H 0.30 -5.78 9.77
H -0.26 -3.93 8.14
H -1.55 -4.39 9.18
H -2.34 -5.90 7.19
H -0.94 -5.30 6.30
H -3.97 -3.66 4.77
H -3.22 -5.28 5.03
H -2.34 -3.39 3.15
H -1.32 -4.70 3.91
H -1.37 -1.77 4.36
H -0.26 -2.93 5.06
H -2.71 -1.80 6.26
H -1.30 -2.34 7.14
H -4.38 -2.77 7.03
H -3.58 -3.36 8.33
H -4.49 -5.71 7.96
H -5.28 -5.18 6.53
H -6.01 -4.34 9.31
H -6.88 -5.32 8.07
H -6.62 -3.65 7.90
P 0.36 1.18 -2.14
F -0.86 0.28 -1.41
F 1.53 0.06 -1.86
F 0.15 0.48 -3.62
F 1.51 1.98 -2.89
F -0.72 2.30 -2.61
F 0.64 1.97 -0.76